No. 1
A 2-piece molecular cluster, C5H9ClN2 overall. Source: OMol25; level of theory: ωB97M-V/def2-TZVPD.

Each line ends with the natural charge from an NBO analysis.
Atoms and positions in Å:
Cl  3.10  -0.03  0.07  0.117
N  1.51  -0.60  -0.19  -0.340
N  0.63  -0.66  0.97  -0.304
C  -0.41  -1.68  0.82  -0.249
C  0.38  0.28  -0.01  0.334
C  -1.49  -1.22  -0.27  -0.433
C  -0.91  0.14  -0.74  -0.485
C  1.03  2.37  0.10  -0.597
H  -1.53  0.89  -0.27  0.226
H  2.02  2.15  0.59  0.223
H  0.13  -2.54  0.47  0.220
H  -0.87  0.28  -1.77  0.234
H  -0.80  -1.86  1.83  0.217
H  0.31  3.04  0.61  0.203
H  -2.61  -1.21  -0.07  0.225
H  -1.53  -1.90  -1.16  0.214
H  1.02  2.56  -0.98  0.196

Output
- HOMO-LUMO gap (eV) = 9.60
- relative energy (zero: lowest compared OMol25 entry of this formula, charge and spin) (kcal/mol) = 134.9
- highest occupied orbital energy (Ha) = -0.3281
- total energy (eV) = -20828.006
- lowest unoccupied orbital energy (eV) = 0.7

No. 2
C28H26Cl2N7OTa as an isolated structure. Source: OMol25; level of theory: ωB97M-V/def2-TZVPD.

Each line ends with the natural charge from an NBO analysis.
Atoms and positions in Å:
Ta  -0.55  0.25  -0.26  2.505
Cl  -1.77  -3.53  -3.23  0.122
Cl  -4.41  -5.42  1.05  0.162
O  -0.91  -1.33  -1.24  -0.774
N  0.82  0.27  1.16  -0.729
N  -1.74  2.96  0.62  -0.060
N  3.50  0.55  -4.37  -0.673
N  -1.81  1.62  -1.32  -0.657
N  -1.00  2.03  1.01  -0.277
N  -1.67  -1.06  1.11  -0.592
N  1.20  0.10  -1.80  -0.876
C  -3.08  3.66  -1.25  -0.163
C  4.32  -2.01  0.68  -0.174
C  -0.61  2.98  3.24  -0.147
C  -2.97  -3.14  1.13  -0.050
C  3.32  1.01  -2.93  -0.248
C  1.12  1.87  4.51  -0.076
C  4.41  -0.64  0.90  -0.169
C  -2.01  -0.87  2.40  0.115
C  -3.54  3.41  -2.54  -0.032
C  -2.28  1.39  -2.57  0.109
C  1.40  0.99  3.48  -0.233
C  -3.29  -2.90  2.48  -0.006
C  2.02  -0.50  1.04  0.135
C  -2.14  -2.20  0.50  0.124
C  -3.42  -4.24  0.34  0.004
C  0.68  1.11  2.30  0.143
C  3.27  0.13  1.07  -0.287
C  -2.23  2.74  -0.67  0.298
C  3.08  -2.63  0.64  -0.173
C  -2.79  -1.77  3.10  -0.255
C  -0.36  2.06  2.23  0.081
C  -2.21  -3.39  -1.58  -0.022
C  1.87  1.25  -2.48  -0.252
C  -3.06  -4.35  -0.98  -0.223
C  1.92  -1.88  0.83  -0.270
C  -1.74  -2.36  -0.82  0.224
C  0.14  2.87  4.41  -0.173
C  -3.13  2.26  -3.20  -0.213
H  3.82  0.27  -2.30  0.251
H  3.01  1.16  -5.04  0.457
H  3.19  -0.41  -4.54  0.451
H  -3.92  -3.60  3.01  0.280
H  0.89  -0.62  -2.45  0.430
H  1.69  1.78  5.43  0.269
H  -0.02  3.55  5.23  0.275
H  -3.38  4.53  -0.68  0.294
H  -3.03  -1.56  4.13  0.279
H  0.96  -2.38  0.87  0.231
H  -1.97  0.46  -3.03  0.239
H  2.18  0.24  3.60  0.262
H  -3.49  2.04  -4.20  0.286
H  4.49  0.59  -4.62  0.477
H  5.38  -0.16  0.96  0.258
H  3.35  1.20  1.25  0.244
H  -1.64  0.02  2.89  0.227
H  5.22  -2.60  0.57  0.264
H  -4.22  4.11  -3.02  0.286
H  1.24  1.60  -3.30  0.235
H  3.88  1.94  -2.85  0.270
H  1.88  -0.36  -1.19  0.448
H  -3.42  -5.18  -1.57  0.288
H  -1.40  3.71  3.13  0.269
H  1.92  2.07  -1.76  0.249
H  3.00  -3.70  0.50  0.259

Output
- HOMO-LUMO gap (eV) = 4.88
- relative energy (zero: lowest compared OMol25 entry of this formula, charge and spin) (kcal/mol) = 7.2
- highest occupied orbital energy (Ha) = -0.6832
- total energy (eV) = -68496.270
- charge = +4
- lowest unoccupied orbital energy (eV) = -13.7

No. 3
An isolated molecule of C4H6O2. Source: OMol25; level of theory: ωB97M-V/def2-TZVPD.

Each line ends with the natural charge from an NBO analysis.
Atoms and positions in Å:
O  0.05  1.72  0.49  -0.540
O  -2.57  -1.26  -0.41  -0.508
C  -0.41  -0.60  0.41  -0.629
C  0.44  0.63  0.11  0.599
C  1.73  0.48  -0.66  -0.723
C  -1.86  -0.38  0.01  0.447
H  -0.04  -1.53  -0.04  0.237
H  2.48  1.16  -0.26  0.245
H  1.54  0.79  -1.70  0.248
H  -2.22  0.66  0.15  0.133
H  2.12  -0.54  -0.68  0.222
H  -0.40  -0.73  1.50  0.267

Output
- HOMO-LUMO gap (eV) = 10.56
- relative energy (zero: lowest compared OMol25 entry of this formula, charge and spin) (kcal/mol) = 18.3
- SMILES = CC(=O)CC=O
- highest occupied orbital energy (Ha) = -0.3613
- total energy (eV) = -8339.668
- lowest unoccupied orbital energy (eV) = 0.7

No. 4
A 12-piece molecular cluster, C34H88Cl4N5O25P5 overall. Source: OMol25; level of theory: ωB97M-V/def2-TZVPD.

Each line ends with the Löwdin charge.
Atoms and positions in Å:
Cl  0.75  -4.58  2.89  0.600
Cl  -4.67  -1.07  3.49  0.640
Cl  -5.30  -0.01  0.20  0.604
Cl  0.01  -1.29  2.88  0.611
P  1.89  4.71  3.37  0.548
P  3.09  -3.00  -5.51  0.528
P  -3.82  -3.09  -3.97  0.479
P  5.10  -1.37  -0.46  0.382
P  2.07  4.95  -3.20  0.486
O  -4.51  -4.55  -3.81  -0.234
O  3.70  -4.64  -1.74  0.027
O  -1.54  -0.95  6.73  0.017
O  1.30  3.60  -3.48  -0.179
O  -3.10  3.43  4.65  -0.015
O  3.69  -2.93  -7.09  -0.218
O  2.01  4.92  1.72  -0.259
O  1.76  -3.94  -5.70  -0.265
O  3.58  -0.82  -0.20  -0.220
O  2.38  -1.56  -5.31  -0.244
O  3.43  4.97  4.03  -0.245
O  -3.86  -2.68  -5.37  -0.216
O  5.23  -2.37  -1.51  -0.189
O  -2.40  -3.12  -3.17  -0.206
O  3.30  4.51  -2.24  -0.231
O  -4.78  -2.15  -3.01  -0.246
O  1.05  5.73  -2.18  -0.230
O  2.44  5.79  -4.42  -0.269
O  1.01  5.96  3.90  -0.226
O  4.03  -3.32  -4.40  -0.214
O  5.63  -1.88  0.90  -0.189
O  1.24  3.41  3.70  -0.242
O  5.96  -0.02  -0.71  -0.232
O  -1.38  -4.27  -0.37  -0.025
O  0.53  0.33  -0.55  0.042
N  -3.53  -4.71  -0.08  0.035
N  -1.82  1.08  5.94  0.018
N  -3.65  5.70  4.70  0.007
N  -1.23  1.10  0.70  -0.003
N  1.54  -5.35  -1.88  0.009
C  -1.48  -0.89  -0.90  0.022
C  1.30  7.07  -1.91  -0.146
C  3.25  0.04  0.89  -0.114
C  -4.72  -0.80  -3.20  -0.164
C  -3.25  6.06  6.03  -0.081
C  -1.43  -3.99  -3.63  -0.127
C  -1.12  -2.70  2.88  -0.641
C  -0.43  1.37  5.59  -0.065
C  1.80  -6.50  -2.80  -0.060
C  3.52  -4.04  -7.88  -0.189
C  -0.62  0.23  -0.22  -0.510
C  -3.45  4.51  4.08  -0.446
C  -5.95  -4.78  -3.84  -0.076
C  1.99  -1.31  -3.92  -0.072
C  2.53  -4.54  -1.35  -0.491
C  -0.68  -3.91  3.65  -0.663
C  -5.56  0.86  1.79  -0.558
C  4.33  5.48  -1.99  -0.118
C  2.91  4.11  0.89  -0.055
C  -3.89  4.42  2.53  0.028
C  -2.26  -5.13  -0.18  -0.500
C  -4.37  0.48  2.69  -0.653
C  -2.29  0.00  6.55  -0.570
C  4.04  6.27  3.91  -0.103
C  -3.81  -0.11  6.81  -0.009
C  6.29  -0.99  1.84  -0.078
C  -0.26  6.07  3.27  -0.101
C  -0.49  2.12  1.45  -0.080
C  0.83  2.71  -2.48  -0.099
C  7.15  -0.16  -1.52  -0.110
C  2.05  -3.45  -0.40  -0.008
C  -1.84  -6.61  -0.02  0.023
C  -4.08  -3.35  -0.08  -0.070
C  0.65  -3.53  -6.58  -0.060
H  3.83  4.66  0.74  0.075
H  -4.03  0.64  7.56  0.076
H  4.47  6.20  -2.79  0.089
H  1.19  1.75  -2.84  0.078
H  -0.63  -3.41  -4.10  0.079
H  1.70  7.68  -2.72  0.090
H  -1.47  -4.66  3.72  0.079
H  -1.14  -4.74  -2.90  0.080
H  -0.44  5.20  2.64  0.070
H  -3.86  -0.51  -3.81  0.092
H  -2.17  6.08  6.14  0.077
H  7.14  -0.74  -2.44  0.091
H  -3.44  7.07  6.39  0.089
H  7.35  -1.17  1.66  0.096
H  -3.39  -2.61  -0.50  0.043
H  2.67  -3.20  0.46  0.078
H  7.21  0.83  -1.95  0.076
H  -4.27  -2.97  0.92  0.055
H  0.59  -5.19  -1.57  0.063
H  -0.28  7.05  2.80  0.105
H  -0.29  -3.81  -6.11  0.065
H  0.45  1.76  1.86  0.070
H  -2.54  1.69  5.58  0.075
H  -2.08  -2.34  3.25  0.030
H  0.88  -2.50  -6.85  0.091
H  -4.04  -1.09  7.25  0.079
H  5.09  6.11  4.13  0.092
H  -4.68  -0.30  -2.23  0.010
H  6.06  0.06  1.65  0.063
H  1.82  7.23  -0.97  0.086
H  2.63  -0.52  -3.53  0.090
H  0.26  7.41  -1.89  0.091
H  -2.95  4.16  2.03  0.061
H  2.62  -7.09  -2.39  0.077
H  -1.21  -1.00  -1.95  0.076
H  3.18  3.12  1.25  0.083
H  4.19  6.10  -1.11  0.070
H  0.19  0.48  5.47  0.068
H  -0.94  5.86  4.09  0.072
H  -0.81  -6.71  -0.36  0.071
H  2.75  -3.77  -8.60  0.088
H  -5.64  1.93  1.60  0.053
H  -6.37  -5.53  -4.51  0.087
H  -0.47  2.94  0.74  0.086
H  8.14  -0.22  -1.08  0.085
H  2.84  1.00  0.58  0.056
H  -6.41  0.42  2.32  0.059
H  -0.40  -3.61  4.66  0.072
H  -0.25  2.55  -2.44  0.096
H  -0.52  1.88  4.63  0.043
H  -2.56  -0.73  -0.86  0.032
H  0.83  -7.00  -2.81  0.068
H  -4.35  0.00  5.88  0.012
H  -6.43  -3.82  -4.03  0.083
H  1.25  2.66  -1.47  0.070
H  2.13  -6.28  -3.81  0.066
H  -1.17  2.27  2.29  0.067
H  -5.03  -3.31  -0.60  0.079
H  -4.25  1.22  3.48  0.055
H  5.93  -1.03  2.87  0.092
H  1.05  -3.62  -0.01  0.034
H  -2.37  -7.31  -0.67  0.077
H  0.58  -4.05  -7.53  0.077
H  -3.95  6.51  4.17  0.137
H  -4.25  -5.42  -0.03  0.135
H  0.94  -1.04  -3.88  0.084
H  -4.73  3.74  2.41  0.056
H  -3.60  5.39  6.82  0.092
H  2.37  -0.42  1.33  0.055
H  -1.41  -2.92  1.85  0.040
H  3.86  6.76  2.95  0.084
H  3.98  0.35  1.64  0.078
H  0.12  2.09  6.20  0.079
H  -4.06  5.41  2.10  0.065
H  3.34  -5.02  -7.43  0.093
H  -5.61  -0.43  -3.70  0.096
H  -2.18  0.99  1.01  0.075
H  -1.99  -6.82  1.03  0.083
H  4.50  -4.24  -8.30  0.091
H  -1.74  -4.57  -4.50  0.083
H  1.88  -2.52  -0.94  0.066
H  -3.41  0.45  2.17  0.036
H  -6.21  -5.14  -2.85  0.079
H  2.43  4.18  -0.09  0.063
H  -1.25  -1.79  -0.32  0.057
H  2.22  -2.13  -3.24  0.067
H  3.56  6.84  4.70  0.084
H  5.26  4.99  -1.72  0.093

Output
- HOMO-LUMO gap (eV) = 7.91
- relative energy (zero: lowest compared OMol25 entry of this formula, charge and spin) (kcal/mol) = 0.0
- SMILES = COP(=O)(OC)OC.COP(=O)(OC)OC.COP(=O)(OC)OC.COP(=O)(OC)OC.COP(=O)(OC)OC.CNC(C)=O.CNC(C)=O.CNC(C)=O.CNC(C)=O.CNC(C)=O.ClCCCl.ClCCCl
- highest occupied orbital energy (Ha) = -0.2946
- total energy (eV) = -191865.397
- lowest unoccupied orbital energy (eV) = -0.1

No. 5
C5H9NO3 as an isolated structure. Source: OMol25; level of theory: ωB97M-V/def2-TZVPD.

Each line ends with the natural charge from an NBO analysis.
Atoms and positions in Å:
O  0.20  -0.10  -2.35  -0.468
O  -0.19  0.08  1.58  -0.715
O  -2.37  -0.32  -0.14  -0.610
N  -1.00  -2.24  -0.19  -0.858
C  1.79  0.04  0.31  -0.651
C  -1.34  -0.91  -0.48  0.543
C  -0.31  -0.31  -1.32  0.569
C  0.06  1.89  0.03  -0.672
C  0.32  0.42  0.34  0.236
H  2.34  0.62  1.05  0.219
H  -1.01  2.07  -0.03  0.225
H  2.23  0.25  -0.66  0.222
H  1.90  -1.02  0.54  0.226
H  -1.16  -2.91  -0.93  0.406
H  -1.14  0.30  1.59  0.487
H  0.48  2.50  0.84  0.221
H  0.54  2.19  -0.90  0.225
H  -1.34  -2.55  0.71  0.396

Output
- HOMO-LUMO gap (eV) = 9.27
- relative energy (zero: lowest compared OMol25 entry of this formula, charge and spin) (kcal/mol) = 70.6
- highest occupied orbital energy (Ha) = -0.3136
- total energy (eV) = -12961.645
- lowest unoccupied orbital energy (eV) = 0.7

Which of these has the highest relative energy (zero: lowest compared OMol25 entry of this formula, charge and spin)?
C5H9ClN2

What did the fifth record say?
C5H9NO3 as an isolated structure. Source: OMol25; level of theory: ωB97M-V/def2-TZVPD.

Each line ends with the natural charge from an NBO analysis.
Atoms and positions in Å:
O  0.20  -0.10  -2.35  -0.468
O  -0.19  0.08  1.58  -0.715
O  -2.37  -0.32  -0.14  -0.610
N  -1.00  -2.24  -0.19  -0.858
C  1.79  0.04  0.31  -0.651
C  -1.34  -0.91  -0.48  0.543
C  -0.31  -0.31  -1.32  0.569
C  0.06  1.89  0.03  -0.672
C  0.32  0.42  0.34  0.236
H  2.34  0.62  1.05  0.219
H  -1.01  2.07  -0.03  0.225
H  2.23  0.25  -0.66  0.222
H  1.90  -1.02  0.54  0.226
H  -1.16  -2.91  -0.93  0.406
H  -1.14  0.30  1.59  0.487
H  0.48  2.50  0.84  0.221
H  0.54  2.19  -0.90  0.225
H  -1.34  -2.55  0.71  0.396

Output
- HOMO-LUMO gap (eV) = 9.27
- relative energy (zero: lowest compared OMol25 entry of this formula, charge and spin) (kcal/mol) = 70.6
- highest occupied orbital energy (Ha) = -0.3136
- total energy (eV) = -12961.645
- lowest unoccupied orbital energy (eV) = 0.7

Repeat the third record exactly.
An isolated molecule of C4H6O2. Source: OMol25; level of theory: ωB97M-V/def2-TZVPD.

Each line ends with the natural charge from an NBO analysis.
Atoms and positions in Å:
O  0.05  1.72  0.49  -0.540
O  -2.57  -1.26  -0.41  -0.508
C  -0.41  -0.60  0.41  -0.629
C  0.44  0.63  0.11  0.599
C  1.73  0.48  -0.66  -0.723
C  -1.86  -0.38  0.01  0.447
H  -0.04  -1.53  -0.04  0.237
H  2.48  1.16  -0.26  0.245
H  1.54  0.79  -1.70  0.248
H  -2.22  0.66  0.15  0.133
H  2.12  -0.54  -0.68  0.222
H  -0.40  -0.73  1.50  0.267

Output
- HOMO-LUMO gap (eV) = 10.56
- relative energy (zero: lowest compared OMol25 entry of this formula, charge and spin) (kcal/mol) = 18.3
- SMILES = CC(=O)CC=O
- highest occupied orbital energy (Ha) = -0.3613
- total energy (eV) = -8339.668
- lowest unoccupied orbital energy (eV) = 0.7